No. 1
Molecular formula: C4H7NO2
Method: DFT, ωB97M-V/def2-TZVPD

Geometry (Å):
O 0.513 -0.566 1.978
C -0.880 0.037 -0.231
C -0.242 1.423 -0.162
O 0.947 1.227 0.611
C 1.115 -0.145 0.766
N 0.299 -0.868 -0.154
C -0.486 -0.844 -1.343
H 0.287 -1.494 1.789
H -1.724 -0.147 0.434
H 0.057 1.808 -1.150
H -0.866 2.173 0.330
H 2.184 -0.362 0.784
H -0.224 -0.428 -2.306
H -0.980 -1.815 -1.346

Properties
calculated total energy: -361.7500 a.u.
SMILES: O[C@@H]1OC[C@H]2CN21
orbital gap: 10.260 eV
total charge: 0
maximum force: 1.32 eV/A
highest occupied orbital energy: -9.29 eV
E_LUMO: 0.97 eV
energy relative to the best compared isomer or geometry (same formula, charge and spin): 343.7 kJ/mol



No. 2
Molecular formula: C3H5NO5
Method: DFT, ωB97M-V/def2-TZVPD

Geometry (Å):
C -0.809 -1.499 -0.865
C -0.480 -0.635 0.253
C -0.944 0.665 0.831
N 2.132 0.442 -0.045
O 1.513 1.421 -0.357
O 3.329 0.248 -0.174
O -0.932 -1.840 0.495
O -1.010 1.695 -0.127
O 1.459 -0.625 0.404
H -1.815 -1.276 -1.225
H -0.127 -1.924 -1.491
H -0.342 1.039 1.521
H -1.902 0.521 1.290
H -0.072 1.768 -0.510

Properties
calculated total energy: -548.0141 a.u.
orbital gap: 10.662 eV
total charge: 0
maximum force: 4.75 eV/A
highest occupied orbital energy: -10.69 eV
E_LUMO: -0.03 eV
energy relative to the best compared isomer or geometry (same formula, charge and spin): 633.9 kJ/mol



No. 3
Molecular formula: C6H15N3
Method: DFT, ωB97M-V/def2-TZVPD

Geometry (Å):
C 1.077 1.921 1.433
N 1.120 1.578 0.029
C 1.879 0.526 -0.468
C 2.009 0.212 -1.765
H 0.303 1.789 -0.537
H 2.607 0.148 0.249
H 0.316 2.686 1.614
H 2.050 2.290 1.772
H 0.842 1.041 2.041
H 1.288 0.543 -2.504
H 2.781 -0.477 -2.089
C -0.770 -1.968 -1.284
C -0.955 -1.108 -0.060
N -0.605 -1.660 1.172
N -2.221 0.699 0.949
C -1.780 -0.028 -0.129
H -0.287 -2.623 1.109
H -1.354 -1.567 1.854
H -1.617 0.558 1.756
H -2.387 1.679 0.739
H -2.158 0.333 -1.083
H -1.538 -2.745 -1.342
H -0.811 -1.371 -2.202
H 0.210 -2.456 -1.254

Properties
calculated total energy: -401.8200 a.u.
SMILES: C/C(N)=C/N.C=CNC
orbital gap: 7.966 eV
total charge: 0
maximum force: 2.76 eV/A
highest occupied orbital energy: -7.03 eV
E_LUMO: 0.94 eV
energy relative to the best compared isomer or geometry (same formula, charge and spin): 176.7 kJ/mol



No. 4
Molecular formula: C3H5LiO3V
Method: DFT, ωB97M-V/def2-TZVPD

Geometry (Å):
O 0.758 0.124 -0.995
C 0.181 0.817 0.034
C 0.023 -1.068 -1.234
O 1.052 1.368 0.832
O -0.665 -0.081 0.722
C -0.611 -1.376 0.126
V 1.429 3.625 0.764
H 0.722 -1.843 -1.565
H -0.732 -0.891 -2.013
H 0.001 -2.024 0.765
H -1.632 -1.768 0.036
Li 0.041 1.148 2.426
H -0.566 1.971 0.102

Properties
multiplicity: 4
calculated total energy: -1294.3916 a.u.
orbital gap (alpha / beta): 5.236 / 4.441 eV
total charge: 0
maximum force: 4.82 eV/A
highest occupied orbital energy (alpha / beta): -5.90 / -4.96 eV
E_LUMO (alpha / beta): -0.67 / -0.52 eV



No. 5
Molecular formula: C18H13AuN2O3S5
Method: DFT, ωB97M-V/def2-TZVPD

Geometry (Å):
Au 0.153 1.600 0.403
O -2.967 2.721 -2.680
C -3.725 1.612 -2.525
C -4.824 1.500 -3.374
C -5.652 0.402 -3.299
C -5.406 -0.614 -2.373
C -4.324 -0.502 -1.527
C -3.467 0.605 -1.579
C -2.310 0.701 -0.646
O -1.468 1.698 -0.856
N -2.198 -0.178 0.317
N -1.079 0.022 1.087
C -0.631 -0.786 1.960
C 0.584 -0.627 2.761
C 0.793 -1.654 3.711
C 1.844 -1.650 4.591
C 2.735 -0.567 4.553
C 2.577 0.439 3.631
C 1.532 0.431 2.684
O 1.564 1.415 1.797
H -2.210 2.646 -2.079
H -4.998 2.296 -4.090
H -6.499 0.327 -3.972
H -6.056 -1.478 -2.318
H -4.109 -1.276 -0.802
H -1.224 -1.686 2.122
H 0.075 -2.470 3.739
H 1.978 -2.461 5.297
H 3.554 -0.514 5.264
H 3.262 1.281 3.588
C 3.625 -1.500 0.897
S 4.528 -0.110 0.187
C 3.898 0.150 -1.399
C 2.606 -0.020 -1.926
S 1.248 -0.589 -1.149
S 2.436 0.523 -3.588
C 4.046 1.078 -3.855
S 4.597 1.712 -5.241
S 5.065 0.849 -2.462
H 4.277 -1.847 1.700
H 3.500 -2.286 0.155
H 2.669 -1.193 1.296

Properties
multiplicity: 3
calculated total energy: -3155.4913 a.u.
orbital gap (alpha / beta): 7.545 / 5.625 eV
total charge: 0
maximum force: 0.86 eV/A
highest occupied orbital energy (alpha / beta): -8.00 / -8.26 eV
E_LUMO (alpha / beta): -0.46 / -2.63 eV
energy relative to the best compared isomer or geometry (same formula, charge and spin): 5.3 kJ/mol



No. 6
Molecular formula: C21H52N3O11
Method: DFT, ωB97M-V/def2-TZVPD

Geometry (Å):
C -1.165 3.178 -3.325
C -0.827 1.593 -3.295
O -0.587 1.043 -4.394
O -0.786 0.986 -2.020
C -1.452 -0.311 -1.995
C -0.679 -1.176 -0.853
C -1.292 -2.648 -0.664
O -0.482 -3.646 -0.573
O -2.647 -2.927 -0.589
N -0.469 -0.412 0.398
C 0.705 -0.880 1.189
N 1.799 0.146 0.993
C -1.692 -0.183 1.197
C -2.509 1.164 0.799
C -3.984 0.876 0.241
N -4.550 1.908 -0.684
O -4.704 -0.103 0.547
H -1.665 3.529 -2.363
H -1.717 3.483 -4.279
H -0.128 3.692 -3.344
H -1.303 -0.919 -2.966
H -2.579 -0.264 -1.826
H 0.376 -1.344 -1.303
H 1.063 -1.859 0.688
H 0.498 -1.105 2.285
H 1.372 1.089 0.963
H 2.195 0.001 0.044
H -2.442 -1.042 1.238
H -1.353 -0.010 2.288
H -1.901 1.860 0.108
H -2.667 1.782 1.766
H -5.450 1.524 -1.061
H -3.912 1.852 -1.507
C 2.963 4.205 -1.302
C 2.917 3.070 -0.298
O 1.782 2.252 -0.537
H 2.056 4.813 -1.236
H 3.831 4.847 -1.128
H 3.013 3.816 -2.323
H 2.846 3.464 0.718
H 3.816 2.451 -0.366
H 1.859 1.902 -1.436
C -8.890 2.776 -3.560
C -7.482 2.466 -3.090
O -7.517 1.836 -1.815
H -9.398 3.428 -2.845
H -8.876 3.266 -4.537
H -9.483 1.860 -3.634
H -6.899 3.385 -2.997
H -6.971 1.803 -3.796
H -8.026 1.020 -1.907
C 6.181 0.286 -2.369
C 4.683 0.324 -2.139
O 4.154 1.581 -2.552
H 6.675 1.089 -1.815
H 6.600 -0.672 -2.051
H 6.415 0.438 -3.427
H 4.456 0.193 -1.079
H 4.181 -0.471 -2.700
H 4.351 1.686 -3.493
C 0.225 0.431 6.482
C 0.357 -0.042 5.047
O -0.599 0.617 4.224
H -0.781 0.233 6.860
H 0.950 -0.072 7.127
H 0.384 1.512 6.550
H 0.175 -1.116 4.980
H 1.359 0.165 4.657
H -0.429 1.567 4.279
C 4.767 -3.715 -1.563
C 4.225 -3.452 -0.172
O 3.431 -2.275 -0.167
H 5.369 -2.868 -1.906
H 5.385 -4.616 -1.579
H 3.950 -3.836 -2.280
H 5.044 -3.310 0.537
H 3.612 -4.291 0.173
H 2.702 -2.411 -0.790
C 1.107 -4.783 3.463
C 0.573 -4.545 4.862
O -0.229 -3.371 4.888
H 1.700 -3.929 3.128
H 1.731 -5.680 3.431
H 0.286 -4.900 2.750
H 1.396 -4.406 5.567
H -0.032 -5.393 5.200
H -0.960 -3.504 4.268

Properties
calculated total energy: -1823.1585 a.u.
orbital gap: 6.415 eV
total charge: -1
maximum force: 5.93 eV/A
highest occupied orbital energy: -4.10 eV
E_LUMO: 2.31 eV